# 1
17
Properties=species:S:1:pos:R:3:forces:R:3:nbo_charge:R:1 method="wB97M-V/def2-TZVPD" e_homo_ev=-18.22 total_charge=+3
In 1.492808 1.510734 3.710891 0.07 0.09 0.17 1.000
C -2.716102 5.623164 -1.078789 -0.85 1.48 -2.11 0.681
O -1.799222 5.156144 -0.433999 1.61 -1.23 2.06 -0.224
N -3.295302 6.767244 -0.957369 -0.95 3.88 3.22 -0.668
N -3.117482 5.113544 -2.213709 0.15 -3.99 -2.36 -0.583
H -3.887942 7.122034 -1.694259 0.08 0.36 0.30 0.426
H -3.251122 7.271514 -0.083379 0.06 0.33 -0.08 0.444
H -3.940162 5.478774 -2.671859 -0.07 -0.62 -0.29 0.428
H -2.770492 4.180694 -2.385329 -0.13 -0.12 -0.86 0.435
C 2.965388 -5.560846 1.192801 -0.90 2.30 0.79 0.685
O 3.170248 -4.417006 1.610701 0.61 0.09 0.72 -0.317
N 2.241848 -6.485176 1.721931 -1.97 -2.18 2.02 -0.579
N 3.434348 -5.934036 0.047741 1.68 0.73 -2.99 -0.524
H 1.845798 -6.405046 2.647581 -0.20 -0.15 0.17 0.460
H 2.283808 -7.372496 1.241301 -0.34 -0.51 0.75 0.429
H 3.409138 -6.887306 -0.285039 0.69 -0.10 -0.30 0.450
H 3.934448 -5.161936 -0.369219 0.47 -0.37 -1.21 0.457

=====

# 2
11
Properties=species:S:1:pos:R:3:forces:R:3:nbo_charge:R:1 method="wB97M-V/def2-TZVPD" e_homo_ev=-19.04 smiles=C[NH2+]C total_charge=+1
C 0.847008 0.868446 0.413221 -1.16 0.19 0.14 -0.415
N -0.167846 0.244633 -0.519307 0.94 -0.99 -0.42 -0.495
C -0.747379 -1.080519 -0.010464 0.17 1.89 0.60 -0.401
H 0.386129 0.875191 1.393919 0.09 0.13 0.20 0.233
H 1.015046 1.885984 0.078152 0.29 -0.01 0.01 0.246
H 1.742327 0.261494 0.433061 0.10 -0.02 -0.17 0.240
H -0.886641 0.900719 -0.850301 0.21 -0.20 0.36 0.443
H 0.380466 -0.042750 -1.335795 -0.34 0.39 -0.21 0.432
H -1.331700 -0.830877 0.872773 -0.27 -0.12 -0.14 0.235
H -1.356995 -1.455900 -0.819634 0.11 -0.64 0.10 0.245
H 0.119582 -1.626424 0.344372 -0.14 -0.61 -0.48 0.237

=====

# 3
12
Properties=species:S:1:pos:R:3:forces:R:3:nbo_charge:R:1 method="wB97M-V/def2-TZVPD" e_homo_ev="1.49 / -4.82" spin_multiplicity=2 total_charge=-1
N -0.757948 0.232416 1.706345 -2.80 0.68 -0.18 -0.860
C -0.697165 0.310651 0.245507 -1.82 -0.23 -0.28 -0.268
C 0.308053 -0.586621 -0.288504 3.72 1.28 -2.11 -0.692
N 0.712081 -0.069208 -1.645664 2.01 0.34 0.00 -1.045
H 0.014488 0.391822 2.293051 2.22 -0.44 -0.26 0.347
H -1.218898 1.106988 1.892778 -1.04 0.11 0.65 0.327
H -1.581391 -0.206737 -0.268031 0.06 1.36 1.21 0.167
H -0.671872 1.375044 -0.106977 0.41 -1.11 0.00 0.170
H 0.060672 -1.603420 -0.317797 -0.91 -1.38 -0.05 0.174
H 1.196593 -0.544783 0.327591 0.48 -0.03 0.45 0.126
H 0.941193 -0.793462 -2.360129 -0.40 0.13 1.00 0.297
H 1.694193 0.387311 -1.478168 -1.93 -0.72 -0.44 0.255

=====

# 4
12
Properties=species:S:1:pos:R:3:forces:R:3:nbo_charge:R:1 method="wB97M-V/def2-TZVPD" e_homo_ev=-8.77 smiles="[H]/N=C/N.C"
H -0.354831 -0.679926 4.653638 -1.73 -1.76 0.49 0.391
N 0.071547 -0.806939 3.761066 2.42 1.32 0.81 -0.772
C -0.225220 0.139793 2.992410 1.10 0.48 0.48 0.401
N 0.751010 1.043859 2.430819 -1.74 -3.60 -4.25 -0.919
H -1.236734 0.202662 2.665236 -1.13 1.30 -0.27 0.131
H 1.406191 0.407094 1.945551 -0.08 0.81 0.28 0.380
H 1.251992 1.660862 2.957861 1.17 1.45 2.45 0.388
C -0.426179 -0.385951 -4.273199 2.27 0.22 0.57 -0.939
H 0.363388 0.265901 -3.774617 0.04 -1.89 -0.16 0.220
H -0.168025 -1.330822 -4.756836 1.28 -0.10 0.58 0.218
H -1.044640 -0.752575 -3.420827 -1.01 1.46 -1.35 0.249
H -0.388500 0.236042 -5.181101 -2.57 0.31 0.36 0.252

=====

# 5
12
Properties=species:S:1:pos:R:3:forces:R:3:nbo_charge:R:1 method="wB97M-V/def2-TZVPD" e_homo_ev=-9.21
C -0.713385 0.619344 0.246898 0.37 1.20 2.83 -0.197
C 0.786748 0.587948 -0.261283 -2.95 1.16 10.94 -0.229
H -1.725150 -0.572694 -1.292096 1.06 0.12 4.40 0.368
H -2.350286 -1.025010 0.526820 3.96 2.39 -2.89 0.392
H -1.236142 1.773860 -0.094021 1.37 -3.39 1.35 0.177
H -0.528638 0.408876 1.683252 -0.84 1.17 -4.41 0.185
H 0.824618 0.928629 -1.104780 0.60 1.81 -10.49 0.160
H 0.954354 1.789674 0.114541 1.03 -3.12 0.54 0.159
H 2.352814 -0.905629 -0.611453 -3.16 1.47 3.63 0.330
H 0.751963 -1.461656 -0.072073 1.96 3.08 1.53 0.387
N -1.383128 -0.581516 -0.151087 -4.95 -2.38 -1.87 -0.922
N 1.456883 -0.587027 0.284819 1.57 -3.51 -5.57 -0.810

=====

# 6
12
Properties=species:S:1:pos:R:3:forces:R:3:nbo_charge:R:1 method="wB97M-V/def2-TZVPD" e_homo_ev=-8.77 smiles=CNCN
C -1.598948 -0.122736 -0.084543 0.71 -0.50 -0.09 -0.427
N -0.340895 -0.897333 -0.101384 -0.80 0.45 0.04 -0.628
C 0.811501 -0.211158 0.451242 -0.30 -0.02 -0.29 -0.060
N 1.239909 1.040158 -0.166716 0.09 -0.05 -0.28 -0.845
H -1.606420 0.705274 -0.797336 -0.12 0.09 -0.11 0.161
H -2.383103 -0.830305 -0.327492 -0.36 0.16 -0.07 0.204
H -1.788152 0.291013 0.900029 0.03 -0.06 0.26 0.194
H -0.189379 -1.164547 -1.066735 0.31 -0.12 0.06 0.344
H 1.623968 -0.924997 0.364815 0.33 0.08 0.28 0.185
H 0.593247 -0.018676 1.504798 0.08 -0.07 -0.04 0.173
H 1.707435 0.845855 -1.045235 0.04 0.02 0.03 0.348
H 0.451084 1.632012 -0.402034 -0.02 0.03 0.22 0.350

=====

# 7
13
Properties=species:S:1:pos:R:3:forces:R:3:nbo_charge:R:1 method="wB97M-V/def2-TZVPD" e_homo_ev=-9.54 smiles="NC=O.CN"
N -0.590402 -0.023775 1.478629 0.45 0.12 -0.21 -0.858
C -0.142845 -1.240943 1.985053 0.78 -1.11 -6.10 0.510
O 0.265986 -2.189165 1.238372 -1.26 2.80 2.44 -0.637
H -0.479167 0.392230 0.461473 0.35 -1.24 2.54 0.446
H -0.650597 0.712781 2.179549 -0.17 -0.32 -0.29 0.376
H -0.206712 -1.342664 3.018231 -0.08 -0.09 2.09 0.122
C 0.028352 0.012464 -1.724987 -1.21 -0.25 0.60 -0.468
N 0.516431 1.197756 -0.876778 -0.02 0.14 -1.81 -0.881
H -1.072305 0.441071 -2.006888 2.75 -1.43 -0.16 0.201
H 0.772067 -0.302408 -2.634696 -2.20 0.76 2.19 0.209
H -0.238273 -0.908372 -0.989504 1.14 1.88 -1.96 0.233
H 0.254804 2.033319 -1.467980 0.89 -1.07 1.23 0.370
H 1.542661 1.217706 -0.660473 -1.41 -0.20 -0.55 0.377

=====

# 8
13
Properties=species:S:1:pos:R:3:forces:R:3:nbo_charge:R:1 method="wB97M-V/def2-TZVPD" e_homo_ev=-8.07 smiles=C[NH+](C)N[O-]
C -0.971443 -0.886257 0.535767 0.11 0.07 -0.07 -0.414
N -0.014658 -0.065024 -0.224093 0.38 -0.19 0.27 -0.329
C -0.032715 1.360896 0.137202 0.06 -0.17 -0.11 -0.430
N 1.345422 -0.721439 -0.178052 -0.60 0.31 -0.22 -0.174
O 1.283622 -1.187682 -1.521019 -0.46 0.37 0.27 -0.712
H -1.986976 -0.552556 0.317263 0.07 0.02 0.00 0.202
H -0.844274 -1.917893 0.213628 0.01 0.06 0.03 0.240
H -0.775373 -0.805997 1.605672 0.01 0.00 -0.04 0.202
H 0.116600 -0.453291 -1.371255 0.59 -0.23 -0.07 0.466
H -1.050116 1.746663 0.063740 0.05 -0.07 -0.01 0.217
H 0.327077 1.498441 1.158977 -0.03 -0.04 -0.02 0.206
H 0.607584 1.907494 -0.555580 -0.02 -0.04 0.03 0.220
H 1.995247 0.076645 -0.182251 -0.18 -0.08 -0.05 0.306

=====

Energy relative to the best compared isomer or geometry (same formula, charge and spin)? In order: 124.66; 34.10; 116.45; 339.24; 634.06; 19.78; 211.30; 501.93 kJ/mol.
DFT total energy? In order: -17397.6802; -3686.8117; -5181.0806; -5180.2220; -5177.1663; -5183.5329; -7230.1377; -7227.1256 eV.